# 1
{"formula": "C5H14P2", "method": "wB97M-V/def2-TZVPD", "gap_ev": 8.13, "total_energy_ha": -881.43546, "homo_ev": -7.470, "largest_force_ha_per_bohr": 0.053, "symbols": ["C", "C", "C", "C", "C", "P", "P", "H", "H", "H", "H", "H", "H", "H", "H", "H", "H", "H", "H", "H", "H"], "xyz": [[-1.3717, -0.9652, -1.8170], [1.8336, -1.2065, 0.8634], [1.4002, 0.1110, -1.6344], [-1.0969, 2.0192, -0.0910], [-1.0917, -0.0555, 1.9202], [1.4579, 0.5206, 0.1139], [-0.6839, 0.2221, 0.1337], [-2.5079, -1.0094, -1.6370], [-0.8935, -1.9466, -1.5532], [2.4999, -1.6707, 0.1346], [0.8245, -1.6326, 0.9222], [2.3038, -1.1963, 1.8354], [2.3866, -0.1437, -1.9724], [1.1893, 1.0146, -2.0817], [0.6989, -0.5783, -1.9409], [-0.2252, 2.4339, -0.5864], [-2.0344, 2.2383, -0.6853], [-1.1655, 2.3688, 0.9779], [-1.7528, -0.9292, 2.2443], [-0.1330, -0.3025, 2.4328], [-1.6380, 0.7080, 2.4207]], "forces_ev_per_angstrom": [[-0.5, 0.9, 1.7], [-0.5, 1.1, -0.9], [2.6, 0.0, 0.7], [-1.2, -0.3, 0.6], [0.0, -2.5, 1.0], [0.3, -1.2, 1.4], [-2.1, -0.4, -1.3], [1.4, -0.2, 0.2], [-0.6, 0.4, 0.1], [-0.3, -0.4, 0.2], [0.7, -0.8, 0.0], [0.1, 0.2, 0.2], [0.7, -0.2, -0.2], [-0.7, 2.0, -1.4], [-1.3, -1.5, -0.5], [-0.1, 0.4, 0.0], [1.1, -0.4, 0.8], [0.0, 0.2, -1.3], [0.8, 0.6, -1.3], [-0.6, 0.6, -0.1], [0.1, 1.3, 0.2]]}

***

# 2
{"formula": "C12H19BrClN4O6", "method": "wB97M-V/def2-TZVPD", "gap_ev": 9.07, "total_energy_ha": -4173.01931, "charge": 1, "homo_ev": -13.066, "largest_force_ha_per_bohr": 0.110, "symbols": ["Cl", "C", "N", "N", "N", "N", "C", "C", "C", "Br", "H", "H", "H", "H", "H", "H", "H", "C", "C", "C", "O", "C", "O", "O", "H", "H", "H", "H", "H", "H", "C", "C", "C", "O", "C", "O", "O", "H", "H", "H", "H", "H", "H"], "xyz": [[0.2099, -4.4315, 0.4548], [0.6328, -2.7045, 0.7351], [1.8125, -2.2881, 1.4900], [1.7419, -0.9457, 1.4348], [0.6883, -0.4867, 0.7367], [-0.0412, -1.5172, 0.2824], [-1.2672, -1.5785, -0.5599], [-2.5226, -0.7731, 0.0181], [-3.5227, -1.7378, 0.8638], [-3.7450, -0.9937, 2.6870], [0.4227, 0.5187, 0.5440], [-1.0156, -1.1519, -1.6073], [-1.5832, -2.6677, -0.7444], [-3.1447, -0.4438, -0.8934], [-2.2636, 0.1815, 0.5770], [-3.1822, -2.8274, 0.8366], [-4.5491, -1.7297, 0.3475], [4.3288, -1.3923, -2.5509], [2.9881, -1.8786, -3.0565], [2.8793, -1.8976, -4.5526], [1.4823, -1.7053, -4.7611], [1.0187, -1.0134, -3.6880], [-0.0639, -0.5029, -3.6265], [1.9465, -0.9710, -2.6904], [4.3547, -1.4191, -1.4585], [5.1442, -2.0095, -2.9335], [4.5032, -0.3530, -2.8413], [2.7531, -2.8580, -2.6242], [3.2076, -2.8455, -4.9819], [3.4195, -1.0806, -5.0405], [-2.7378, 3.2963, 3.6909], [-1.2647, 3.2432, 3.3504], [-0.7322, 4.5221, 2.7781], [0.3407, 4.0646, 1.9565], [0.0301, 2.8031, 1.5796], [0.6093, 2.1890, 0.7182], [-1.0188, 2.3160, 2.2898], [-3.0620, 2.3449, 4.1197], [-2.9502, 4.0917, 4.4079], [-3.3418, 3.4557, 2.7937], [-0.6863, 2.9218, 4.2232], [-0.3675, 5.2033, 3.5481], [-1.4519, 5.0521, 2.1471]], "forces_ev_per_angstrom": [[0.5, 3.2, 0.4], [1.4, 2.2, 0.8], [-4.6, 1.6, -2.9], [-0.7, -0.3, -0.5], [0.6, -3.0, 0.4], [1.5, -4.8, 1.1], [-1.4, 1.2, -1.8], [-0.9, -0.7, -0.5], [-0.1, 0.4, -1.4], [0.1, -0.7, -0.8], [0.7, 0.4, 0.5], [-0.1, -0.6, 1.7], [1.0, 1.6, 0.7], [1.2, -0.4, 1.2], [-0.1, -1.3, -0.6], [-0.3, 1.6, 0.6], [1.5, 0.1, 1.1], [-0.1, 0.3, 0.4], [1.2, -0.1, 0.3], [0.3, -0.4, -0.5], [-0.4, 0.5, 0.6], [-0.5, 0.2, -0.4], [0.5, -0.4, 0.2], [-0.8, 0.0, -0.3], [0.1, -0.1, -0.1], [-0.1, 0.0, 0.0], [-0.1, -0.1, -0.1], [-0.1, 0.0, -0.1], [-0.2, 0.1, 0.0], [0.0, 0.0, 0.2], [-0.2, -0.5, -0.1], [-1.1, 0.3, 0.9], [0.0, 0.7, 0.4], [0.1, -1.2, -0.7], [-0.2, 0.6, 0.5], [-0.2, -0.2, 0.1], [1.0, -0.1, -0.9], [0.1, 0.1, 0.1], [0.1, -0.1, 0.0], [0.1, 0.1, 0.0], [0.1, 0.0, -0.1], [0.2, -0.1, -0.2], [0.0, -0.1, 0.1]]}

***

# 3
{"formula": "C12H8Cl3GeIrN2O2S3", "method": "wB97M-V/def2-TZVPD", "gap_ev": 5.72, "total_energy_ha": -5478.72928, "charge": -2, "homo_ev": -1.845, "largest_force_ha_per_bohr": 0.010, "symbols": ["Ir", "S", "C", "C", "C", "C", "C", "C", "S", "H", "H", "H", "H", "O", "N", "C", "C", "C", "C", "C", "S", "H", "H", "H", "H", "O", "C", "N", "Cl", "Ge", "Cl", "Cl"], "xyz": [[-0.7696, -0.1910, -0.1878], [-0.7200, -2.2969, 0.5894], [-0.4737, -2.0818, 2.3206], [-0.6380, -3.1744, 3.1704], [-0.4223, -3.0571, 4.5342], [-0.0374, -1.8264, 5.0585], [0.1256, -0.7383, 4.2186], [-0.0871, -0.8398, 2.8384], [0.1337, 0.5748, 1.8273], [-0.9403, -4.1255, 2.7437], [-0.5542, -3.9164, 5.1817], [0.1342, -1.7148, 6.1231], [0.4293, 0.2216, 4.6204], [-2.6265, -0.0726, 0.7032], [-3.5858, -0.7759, 0.1017], [-4.6765, -1.0318, 0.8533], [-5.7687, -1.6664, 0.3331], [-5.7314, -2.0578, -1.0105], [-4.6093, -1.8054, -1.7525], [-3.4851, -1.1560, -1.2022], [-2.0476, -0.8712, -2.0809], [-4.5845, -0.6811, 1.8698], [-6.6243, -1.8561, 0.9640], [-6.5763, -2.5656, -1.4578], [-4.5370, -2.1053, -2.7884], [2.5787, -0.0382, -2.9170], [1.7393, 0.0042, -2.0663], [0.9285, 0.0543, -1.2104], [3.6819, 4.1919, 2.6872], [2.4202, 4.0356, 0.7435], [3.9453, 5.1661, -0.6080], [1.0829, 5.9007, 1.1791]], "forces_ev_per_angstrom": [[-0.4, 0.2, -0.2], [0.1, -0.1, 0.0], [0.0, 0.1, 0.0], [0.0, 0.0, 0.0], [0.0, 0.0, 0.0], [0.0, 0.0, 0.0], [0.0, 0.0, 0.0], [-0.1, 0.1, 0.1], [0.1, -0.2, -0.2], [0.0, 0.0, 0.0], [0.0, 0.0, 0.0], [0.0, 0.0, 0.0], [0.0, 0.0, 0.0], [0.0, -0.1, 0.1], [0.0, 0.1, -0.1], [0.0, 0.0, 0.0], [0.0, 0.0, 0.0], [0.0, 0.0, 0.0], [0.0, 0.0, 0.0], [0.0, -0.1, 0.0], [0.1, 0.1, 0.2], [0.0, 0.0, 0.0], [0.0, 0.0, 0.0], [0.0, 0.0, 0.0], [0.0, 0.0, 0.0], [0.0, 0.0, 0.0], [0.0, -0.1, 0.1], [0.1, -0.1, 0.0], [0.0, 0.0, 0.0], [0.1, 0.2, 0.1], [0.0, 0.0, 0.0], [0.0, 0.0, 0.0]]}

***

Asked for molar mass across the records above, the calculation gives 136.1; 430.7; 679.6 g/mol in order.